w:
DFT (the ωB97M-V functional and the def2-TZVPD basis) results for 2 unconnected molecules or ions with the total composition C3H3FO2.

Each line ends with the Löwdin charge.
Atoms and positions in Å:
C1 0.86348 -0.71871 1.56997  0.05
C2 0.19828 0.23120 0.97675  -0.09
C3 -0.09858 1.29220 0.37784  -0.26
O1 -0.73148 2.21728 0.10852  0.18
H1 1.22902 -1.50629 0.86065  0.08
H2 0.98777 -0.94885 2.59133  0.05
O2 -1.07953 0.27841 -2.02589  0.04
F1 -0.56837 -0.48754 -3.03351  -0.10
H3 -0.80059 -0.35771 -1.42565  0.04

As for the lowest unoccupied orbital energy: -1.02 eV. As for the HOMO-LUMO gap: 8.07 eV. The structure (SMILES) is C=C=C=O.OF. The value obtained for the molar mass is 90.1 g/mol.

x:
DFT (the ωB97M-V functional and the def2-TZVPD basis) results for C3H3FO2 in the gas phase.

Each line ends with the Löwdin charge.
Atoms and positions in Å:
O1 -2.26802 0.32680 -0.03583  0.06
C1 -1.63251 -0.70451 -0.02405  -0.32
O2 -0.28768 -0.83950 0.02292  0.03
C2 0.33536 0.41881 0.00348  -0.09
C3 1.67525 0.45529 -0.04404  -0.09
F1 2.39752 -0.71028 -0.02946  0.01
H1 -2.18693 -1.67790 -0.01347  0.16
H2 -0.24560 1.33886 0.04164  0.12
H3 2.21261 1.39244 0.07880  0.12

As for the lowest unoccupied orbital energy: 0.93 eV. As for the HOMO-LUMO gap: 10.83 eV. The structure (SMILES) is O=CO/C=C\F. The value obtained for the molar mass is 90.1 g/mol.

y:
DFT (the ωB97M-V functional and the def2-TZVPD basis) results for C3H3FO2 in the gas phase.

Each line ends with the Löwdin charge.
Atoms and positions in Å:
C1 -0.04247 -1.13167 0.49759  0.02
C2 0.59853 0.18276 0.04661  -0.36
O1 1.74151 0.45273 -0.03095  0.16
C3 -0.39903 1.18348 -0.55681  -0.37
O2 -1.53272 0.98370 -0.77661  0.19
F1 0.20254 2.39357 -0.84973  0.08
H1 -0.39533 -0.91077 1.45159  0.07
H2 0.70006 -1.89755 0.49941  0.08
H3 -0.87310 -1.25624 -0.28111  0.12

As for the lowest unoccupied orbital energy: -0.43 eV. As for the HOMO-LUMO gap: 10.15 eV. The structure (SMILES) is CC(=O)C(=O)F. The value obtained for the molar mass is 90.1 g/mol.

Which of them is the most stable? Correct choice: y.